[1]
Molecular formula: C25H31NO2
Method: DFT, ωB97M-V/def2-TZVPD

Structure (XYZ):
```
59
Properties=species:S:1:pos:R:3:forces:R:3
C -1.012 -1.676 -0.659 0.3 0.3 0.0
H 0.859 1.329 1.653 0.0 0.1 -0.1
H -3.037 3.388 -0.397 0.1 0.1 0.0
H -2.775 -0.376 1.080 0.0 0.1 0.1
C 1.375 0.724 0.894 -0.3 0.3 0.0
C -4.000 1.478 -0.445 0.0 0.0 -0.2
C 4.656 1.126 0.412 0.0 -0.1 -0.2
H -5.240 -0.263 -0.406 0.0 -0.1 0.0
H 3.757 1.115 2.385 0.0 0.0 0.1
H -5.078 4.622 0.200 0.0 0.1 0.0
C 3.688 -0.949 -0.237 0.0 -0.2 0.1
H -0.024 1.288 -0.624 0.0 0.0 -0.1
H -2.992 -0.155 -1.377 0.0 0.0 -0.1
H 5.522 2.969 1.080 0.0 0.1 0.1
H -2.065 1.349 -1.339 0.0 0.0 -0.1
C 1.123 -1.593 1.582 0.0 -0.1 0.3
H -0.969 -2.039 1.859 0.0 0.1 0.1
C 5.514 2.791 -1.062 0.1 0.1 0.1
C -6.355 1.501 0.063 -0.1 0.0 0.0
C -5.117 3.550 0.069 0.0 0.1 0.0
C -3.969 2.855 -0.267 0.0 0.0 0.0
H -3.466 -3.703 -0.957 0.1 0.1 0.0
H 0.885 -0.162 -1.014 0.0 0.1 0.0
H -1.880 -5.611 -1.246 0.0 -0.1 0.0
H -7.287 0.969 0.190 -0.1 0.0 0.0
C 0.374 0.363 -0.206 0.2 -0.1 0.0
C 5.258 2.355 0.231 0.0 0.0 0.0
H -0.525 -4.553 -0.833 0.1 0.0 0.0
H -7.211 3.416 0.495 -0.1 0.0 0.0
H -0.466 -0.459 2.463 -0.1 0.1 0.0
O -0.320 -1.944 -1.607 0.0 -0.2 -0.1
H 1.271 -2.235 0.696 0.0 0.0 0.0
H 5.168 0.072 2.198 0.0 0.0 0.1
C -2.073 0.256 0.532 0.1 -0.2 -0.3
C -0.768 -0.527 0.317 -0.1 0.0 0.1
C 3.360 -0.718 1.263 0.0 0.0 0.2
C -2.398 -3.532 -1.105 0.0 -0.4 -0.4
C 4.565 0.772 -1.969 0.0 0.1 0.0
C -0.338 -1.174 1.650 0.2 -0.2 -0.1
C 5.169 2.008 -2.151 0.0 0.0 -0.2
H 5.983 3.752 -1.219 0.0 0.1 0.0
O -2.091 -2.384 -0.314 -0.2 0.0 0.3
C -1.583 -4.741 -0.668 -0.1 0.4 0.0
C -2.746 0.716 -0.767 0.0 0.0 0.3
H 5.370 2.364 -3.151 0.0 0.0 -0.1
C -5.205 0.810 -0.272 0.0 0.0 0.0
C 4.314 0.336 -0.683 0.1 0.1 0.1
H -2.198 -3.302 -2.157 -0.1 0.0 0.2
C -6.314 2.875 0.234 -0.1 0.1 0.0
H -1.746 -4.943 0.388 0.0 -0.1 0.1
H 4.403 -1.769 -0.348 0.0 0.0 0.0
H 1.387 -2.186 2.466 0.0 -0.1 -0.1
H 2.162 1.344 0.463 -0.1 0.1 0.1
N 1.975 -0.419 1.565 -0.1 -0.2 0.1
H -1.855 1.130 1.150 0.0 0.0 0.1
H 3.595 -1.615 1.844 0.0 0.1 -0.1
H 2.802 -1.207 -0.817 0.0 -0.1 0.0
H 4.294 0.163 -2.819 0.0 -0.1 -0.1
C 4.275 0.450 1.694 0.1 -0.1 0.0
```
Forces are in eV/Å.

Computed properties:
Total energy   -32014.1988 eV
LUMO   0.797 eV
Energy above the lowest of the compared OMol25 structures with the same formula, charge and spin   5.1 kJ/mol
Gap between HOMO and LUMO   8.8 eV
Spin multiplicity   1

[2]
Molecular formula: C25H31NO4PReSi
Method: DFT, ωB97M-V/def2-TZVPD

Structure (XYZ):
```
64
Properties=species:S:1:pos:R:3:forces:R:3
H 2.512 -2.204 -0.150 0.0 0.0 0.0
C -1.379 2.409 0.573 -0.2 -0.1 0.0
N -0.209 1.771 0.558 0.2 -0.5 0.1
H 3.435 3.656 3.082 0.0 0.0 0.0
O -2.180 0.323 1.343 -0.1 0.2 0.1
O -3.633 2.026 1.142 -0.1 -0.1 0.1
C 3.045 -1.736 3.115 0.0 0.0 0.0
H 0.771 -2.662 5.490 0.0 0.0 0.0
H -0.673 -0.672 4.373 0.0 0.0 0.0
H -0.986 -3.513 -1.678 0.0 0.0 0.0
H -3.289 -2.509 -1.561 0.0 0.0 0.0
O 3.265 1.752 -0.114 0.1 0.1 0.0
C 3.754 -3.706 4.291 0.0 0.0 0.0
H -0.977 -1.787 -1.966 0.0 0.0 0.0
H -1.107 1.915 4.012 0.0 0.0 0.0
H -2.014 -3.860 1.838 0.0 0.0 0.0
H 1.756 4.201 -0.655 0.0 0.0 0.0
H 3.073 1.230 3.183 0.0 0.0 0.0
H 1.053 -3.591 1.804 0.0 0.0 0.0
C 2.606 -3.673 5.071 0.0 0.0 0.0
H -1.234 -2.514 2.645 0.0 0.0 0.0
H 4.486 -4.487 4.449 0.0 0.0 0.0
H 1.716 -1.686 -1.631 0.0 0.0 0.0
Re -0.087 -0.210 1.269 0.4 0.7 -0.1
P 0.140 -2.318 0.034 -0.5 0.4 -0.1
H 2.449 -4.419 5.838 0.0 0.0 0.0
C -2.460 1.506 1.065 0.1 -0.3 0.0
H -2.468 4.209 0.158 0.0 0.0 0.0
C 1.944 -3.848 -1.451 0.1 0.0 0.0
C 0.091 3.661 3.673 -0.1 -0.1 0.0
C 2.057 1.439 0.198 -0.1 -0.3 -0.1
H 1.539 5.213 3.390 0.0 0.0 0.0
C 1.663 -2.677 4.874 -0.1 0.0 -0.1
C -0.122 2.289 3.748 0.1 0.1 0.0
C 0.941 1.391 3.550 -0.1 0.1 -0.3
H 2.884 -3.844 -2.000 0.0 0.0 0.0
H 4.880 -2.769 2.721 0.0 0.0 0.0
H -0.412 5.394 -0.644 0.0 0.0 0.0
C 2.435 3.266 3.223 0.1 -0.1 0.0
H 3.404 2.669 -0.404 0.0 0.0 0.0
H -0.877 -4.159 3.146 0.0 0.0 0.0
O 1.825 0.259 0.527 0.1 0.3 0.1
C 2.226 1.901 3.280 0.0 0.1 0.1
C -1.503 3.719 0.149 0.0 0.0 0.0
C 3.976 -2.739 3.314 0.0 0.0 0.0
C -0.356 4.371 -0.298 0.0 -0.1 0.0
C 1.365 4.145 3.410 0.0 0.0 0.0
H -4.318 1.397 1.452 0.1 0.1 0.0
C 0.089 -3.635 1.287 0.0 0.0 0.1
Si 0.608 -0.411 3.687 -0.3 -0.3 0.3
H -0.721 4.350 3.867 0.0 0.0 0.0
H 3.232 -0.988 2.351 0.0 0.0 0.0
C 1.715 -2.454 -0.853 0.0 -0.1 0.0
C -1.173 -2.546 -1.202 0.1 0.0 -0.1
C 0.865 3.698 -0.303 -0.1 0.0 0.0
H 2.018 -4.612 -0.679 0.0 0.0 0.0
C -2.614 -2.467 -0.708 0.0 0.0 0.0
C 0.897 2.385 0.135 0.2 0.0 0.0
H -2.816 -1.542 -0.167 0.0 0.0 0.0
C -1.074 -3.535 2.276 0.0 0.0 0.1
C 1.875 -1.690 3.897 0.2 -0.1 -0.2
H 0.055 -4.585 0.745 0.0 0.0 0.0
H 1.161 -4.133 -2.152 0.0 0.0 0.0
H -2.865 -3.304 -0.061 0.0 0.0 0.0
```
Forces are in eV/Å.

Computed properties:
Total energy   -55378.4422 eV
⟨S²⟩   0.826
Charge   +3
LUMO (alpha / beta)   -11.149 / -11.121 eV
Energy above the lowest of the compared OMol25 structures with the same formula, charge and spin   17.5 kJ/mol
Gap between HOMO and LUMO (alpha / beta)   6.1 / 6.1 eV
Spin multiplicity   2

[3]
Molecular formula: C25H32BO4Sn
Method: DFT, ωB97M-V/def2-TZVPD

Structure (XYZ):
```
63
Properties=species:S:1:pos:R:3:forces:R:3
O -0.094 1.733 3.123 -0.6 -1.2 0.0
H -0.371 1.859 -0.152 0.4 -0.3 -0.3
H 1.208 -2.810 -5.632 -0.1 0.0 0.1
H 1.291 0.511 -2.189 0.3 0.3 0.1
C 1.232 -1.329 1.770 -0.1 -1.0 -1.8
H -3.229 -2.415 0.425 0.1 0.1 0.0
H 1.784 -1.456 -0.397 0.4 0.0 0.0
H 2.138 4.184 6.354 0.0 -0.6 -0.3
C -1.448 -2.606 -4.603 0.4 -0.4 -0.4
C -2.654 -0.199 0.298 -0.3 0.7 0.6
H 1.320 -0.053 6.884 0.1 0.3 0.0
H 1.076 -3.535 -4.033 0.2 -0.1 0.2
C 1.319 1.423 -1.571 0.8 -0.6 0.3
H 2.450 2.088 7.673 -0.3 0.1 -0.2
H 0.382 -2.134 3.671 0.0 -0.1 -0.1
O -0.333 -1.192 -3.028 1.2 2.1 -2.1
H 0.831 -4.005 -0.204 0.3 -0.3 -0.1
B -0.664 0.439 3.358 2.1 1.0 0.6
H 0.849 -0.188 -5.544 -0.5 -0.5 0.2
H 0.318 0.833 -3.585 -0.5 -0.3 0.4
C 1.257 3.187 4.649 -0.1 -0.1 0.0
H 1.580 -0.344 2.001 0.2 0.3 0.3
C 1.793 3.221 5.952 0.4 0.2 -0.5
H -2.550 -0.027 3.349 -0.5 0.1 -0.7
Sn -1.279 -2.371 -1.542 0.2 -0.4 2.6
C 0.598 -2.275 2.622 0.0 -0.5 -1.0
H -2.140 1.695 1.299 0.1 0.1 -0.5
H -2.313 -1.995 -4.377 -0.3 0.1 -0.1
C -0.141 -0.514 -5.174 -0.2 0.3 -0.1
H -3.169 0.123 -0.606 0.3 0.1 0.1
H -0.409 -4.229 2.168 0.9 0.3 -0.1
C -0.253 3.265 -1.815 -0.5 -0.3 0.3
C 1.060 3.552 -2.488 1.2 0.2 -1.5
H -1.063 3.287 -2.566 0.2 0.2 0.5
C 0.722 1.983 4.211 -0.2 -0.5 1.1
C -0.451 0.104 -3.856 -0.6 1.8 0.9
H 0.876 3.604 -3.568 0.2 0.1 0.0
H 1.229 4.062 3.995 -0.1 -0.2 0.4
H 1.594 4.473 -2.242 -0.4 0.0 0.3
C 0.266 -3.414 1.853 -0.1 -0.3 -0.1
C -2.674 -1.565 0.811 1.5 -0.1 1.5
C -2.035 -1.547 2.046 -1.5 0.0 -0.4
C -2.150 0.618 1.264 -1.2 0.5 0.0
H -1.495 -2.956 -5.632 -0.1 -0.1 -0.1
C 1.333 0.862 6.294 -0.1 -0.3 -0.6
H -0.465 3.989 -1.035 -0.2 0.0 0.0
H -2.013 -2.354 2.744 0.0 -0.4 0.1
O -0.136 -0.100 4.550 -0.6 0.1 -1.2
C 0.719 0.855 5.043 0.2 1.2 0.7
C 0.810 -3.245 0.557 -1.8 -0.2 0.3
O 2.008 2.491 -2.271 -1.5 -0.8 0.8
C -0.187 -1.815 -4.394 0.7 -1.5 -1.3
H -1.467 0.509 -3.749 0.4 -0.2 0.1
H 1.986 -2.003 -4.277 -0.2 -0.1 0.1
H 1.941 1.109 -0.718 -0.3 0.5 0.0
C 1.343 -1.912 0.473 -0.2 1.3 1.3
C -0.120 1.835 -1.217 0.0 0.7 -0.4
H -1.441 -3.476 -3.945 -0.2 -0.2 -0.2
C 1.913 2.061 6.725 -0.3 -0.1 -0.2
H -0.904 -0.360 -5.952 0.3 -0.3 0.4
H -0.851 1.188 -1.729 0.3 0.1 0.5
C -1.832 -0.133 2.497 0.4 -0.8 -0.4
C 1.108 -2.587 -4.566 -0.3 -0.2 0.2
```
Forces are in eV/Å.

Computed properties:
Total energy   -41131.4962 eV
Charge   +1
LUMO (alpha / beta)   -4.542 / -4.657 eV
Energy above the lowest of the compared OMol25 structures with the same formula, charge and spin   88.1 kJ/mol
Gap between HOMO and LUMO (alpha / beta)   5.7 / 5.3 eV
Spin multiplicity   1

[4]
Molecular formula: C25H32Br2InNO4Si2
Method: DFT, ωB97M-V/def2-TZVPD

Structure (XYZ):
```
67
Properties=species:S:1:pos:R:3:forces:R:3
H 4.420 1.956 0.117 0.0 0.0 0.1
C -1.758 0.308 -2.594 -0.1 0.1 -0.1
C 1.075 2.364 -4.288 0.0 0.0 0.0
H -7.004 0.567 -2.656 0.0 0.0 0.0
H 4.882 -4.139 1.686 0.0 0.0 0.0
C 0.348 1.432 -3.348 0.1 0.1 -0.1
O 2.453 -1.389 -0.939 -0.4 0.3 0.1
H -1.828 -2.640 0.086 0.0 0.0 0.0
C 3.369 1.837 -0.155 -0.2 -0.1 0.2
H 0.304 -5.426 2.565 0.0 0.0 0.0
C -1.152 2.316 3.128 0.0 -0.3 0.0
C 3.793 -2.819 0.394 -0.2 0.3 -0.3
Si 2.279 1.567 1.362 -0.3 0.2 0.1
H -3.268 0.163 1.752 0.0 0.0 0.0
H 4.032 0.174 2.463 0.0 0.0 0.0
C 2.268 3.166 2.374 0.1 -0.2 -0.1
H -5.811 -0.719 -2.945 0.0 0.0 0.0
H -3.838 2.935 -4.600 0.0 0.0 0.0
C -1.085 1.341 -3.328 -0.1 -0.2 0.2
O -1.167 -0.628 -1.916 0.2 -0.1 0.2
H 2.603 0.301 3.491 0.0 0.0 0.0
H 3.288 3.524 2.539 0.0 0.0 0.0
C 1.495 -4.034 1.432 -0.1 0.1 -0.2
C -0.366 -0.684 3.119 -0.1 0.2 -0.1
H 1.879 1.792 -4.751 0.0 0.0 0.0
C 2.779 -4.429 1.856 0.2 -0.2 0.2
H 0.462 2.810 -5.062 0.0 0.0 0.0
Si -0.844 0.797 2.044 0.1 0.2 -0.1
H -0.334 2.464 3.836 0.0 0.0 0.0
C -1.886 2.262 -4.049 0.0 0.0 0.0
C -3.245 2.216 -4.052 -0.1 0.1 -0.1
C 1.404 -2.980 0.488 0.2 -0.3 0.2
C 3.902 -3.834 1.348 -0.2 -0.1 0.1
C 0.277 -4.607 1.859 -0.1 0.0 0.0
H -1.852 -4.573 1.685 0.0 0.0 0.0
C -0.914 -4.135 1.376 0.1 -0.1 0.0
In 0.590 -0.353 -0.767 0.0 0.2 0.0
H -3.641 -0.531 -2.076 0.0 0.0 0.0
H 2.608 -0.803 2.114 0.0 0.0 0.0
H 0.195 -1.422 2.541 0.0 0.0 0.1
H 1.540 3.152 -3.693 0.0 0.0 0.0
C 2.939 0.177 2.460 0.0 0.2 -0.2
N 0.208 -2.509 0.062 -0.1 0.4 -0.1
Br 5.353 -1.999 -0.282 0.0 -0.1 0.1
H -1.230 3.218 2.518 0.0 0.0 0.0
O -5.247 1.239 -3.365 -0.1 0.1 0.0
H -2.726 1.259 0.476 0.0 0.0 0.0
H -5.645 0.351 -1.529 0.0 0.0 0.0
Br 2.973 -5.792 3.171 0.0 0.1 -0.1
H 0.263 -0.375 3.956 0.0 0.0 0.0
H 1.807 3.012 3.352 0.0 0.0 0.0
H 1.715 3.957 1.863 0.0 0.0 0.0
H -2.077 2.218 3.702 0.0 0.0 0.0
H -1.407 3.056 -4.605 0.0 0.0 0.0
H 3.057 2.738 -0.690 0.0 0.0 0.0
H -1.247 -1.182 3.531 0.0 0.0 0.0
C -3.172 0.272 -2.628 0.0 -0.2 0.1
C 2.568 -2.344 -0.067 0.3 -0.2 0.1
C -3.904 1.204 -3.321 0.3 0.0 -0.1
H -2.272 -0.441 0.418 -0.1 0.0 0.0
C -0.909 -3.059 0.477 0.0 0.0 -0.1
H 3.300 0.993 -0.843 0.1 0.0 0.0
C -5.954 0.300 -2.576 -0.1 -0.1 0.1
C 0.513 1.188 0.799 0.1 -0.6 -0.2
O 1.104 0.768 -2.610 0.1 -0.1 0.2
C -2.432 0.405 1.092 0.2 0.0 0.1
H 0.170 2.047 0.203 0.0 0.1 0.1
```
Forces are in eV/Å.

Computed properties:
Total energy   -197142.7576 eV
LUMO   -0.389 eV
Energy above the lowest of the compared OMol25 structures with the same formula, charge and spin   9.3 kJ/mol
Gap between HOMO and LUMO   7.5 eV
Spin multiplicity   1

Number 1: M 377.5 g/mol. Number 2: M 654.8 g/mol. Number 3: M 526.1 g/mol. Number 4: M 741.3 g/mol.